# 1
Density functional theory data (ωB97M-V/def2-TZVPD) for an isolated ion of composition C8H11N4 and charge +1 in a non-equilibrium geometry.

Geometry as XYZ:
```
23
Properties=species:S:1:pos:R:3:nbo_charge:R:1
N -2.30 0.27 -0.70 -0.5000
N -3.25 -0.28 0.16 -0.2490
N -0.65 2.20 -0.44 -0.6610
N -1.24 -0.92 0.89 -0.6428
C 0.98 0.99 0.92 -0.5739
C 1.95 -1.24 -0.04 -0.2401
C -2.64 -0.97 1.00 0.2039
C 1.88 -0.24 0.81 -0.1202
C 1.07 -1.33 -1.23 -0.1625
C -0.14 -0.75 -1.44 -0.2012
C -0.12 1.11 0.08 0.5095
C -0.95 -0.11 -0.29 0.1361
H 2.72 -1.97 0.16 0.2532
H 2.60 -0.29 1.61 0.2299
H -2.57 0.30 -1.65 0.4035
H -1.67 2.28 -0.49 0.4655
H -2.97 -1.44 2.03 0.2408
H -0.69 -1.73 0.93 0.4093
H 1.37 -2.00 -1.97 0.2378
H -0.73 -0.83 -2.34 0.2401
H 0.45 0.96 1.82 0.3195
H 1.74 1.81 1.06 0.2845
H -0.01 2.98 -0.28 0.4169
```

## Properties
E_HOMO	-12.4052	eV
energy above the lowest of the compared OMol25 structures with the same formula, charge and spin	65.14	kcal/mol
largest force on an atom	5.2	eV/Å
electronic energy	-14425.251	eV
structure (SMILES)	[NH2+]=C1CC=CC=C[C@@]12NC=NN2
multiplicity	1
net charge	+1

=====

# 2
Density functional theory data (ωB97M-V/def2-TZVPD) for a 2-piece molecular cluster, C8H11N4 overall in a non-equilibrium geometry.

Geometry as XYZ:
```
23
Properties=species:S:1:pos:R:3:nbo_charge:R:1
N -0.02 -0.10 -1.36 -0.2940
N -0.05 2.00 -1.63 -0.1525
N -0.57 0.98 -0.89 -0.0812
N -0.40 -1.87 1.25 -0.3105
C 0.41 -0.78 3.11 -0.2063
C -1.21 -2.09 0.27 0.1903
C 0.85 0.15 -2.38 -0.1111
C -0.51 -0.74 2.14 -0.0221
C 0.77 1.52 -2.60 -0.0493
C 0.69 -2.60 1.74 -0.0742
C 1.22 -1.96 2.82 -0.1605
C -0.63 3.33 -1.68 -0.4128
H 1.31 1.95 -3.38 0.2423
H -0.02 4.21 -1.67 0.2345
H 2.10 -2.16 3.48 0.2692
H 0.91 -3.47 1.12 0.2425
H -1.27 3.39 -2.46 0.2134
H -1.08 -3.13 -0.16 0.2489
H 1.45 -0.50 -2.93 0.2284
H -1.22 3.32 -0.75 0.2270
H -1.38 0.00 1.98 0.2537
H 0.59 -0.17 3.92 0.2543
H -1.93 -1.27 0.06 0.2700
```

## Properties
E_HOMO	-12.9969	eV
energy above the lowest of the compared OMol25 structures with the same formula, charge and spin	79.04	kcal/mol
largest force on an atom	3.8	eV/Å
electronic energy	-14424.648	eV
multiplicity	1
net charge	+1